1.
Formula: C3H10F4N2P2SSi
Source: the OMol25 dataset
Level of theory: ωB97M-V/def2-TZVPD

E_HOMO   -9.5 eV
Relative energy (zero: lowest compared OMol25 entry of this formula, charge and spin)   6.73 kcal/mol
Gap between HOMO and LUMO   9.92 eV
LUMO energy   0.4099 eV

```
! RIJCOSX wB97M-V def2-TZVPD def2/J DEFGRID3
* xyz 0 1
C -2.53705 -0.19489 -1.38251
C 1.27357 -0.34096 -1.88790
C 0.21332 -2.07578 0.28778
N 0.63896 0.97026 0.70052
N -1.44280 0.47350 -0.78561
F 2.84994 1.92664 1.53951
F 1.11963 3.40627 0.96604
F 1.54442 -0.17139 2.76787
F 0.43257 2.03938 3.02752
Si 0.01048 -0.29606 -0.44745
P 1.80182 2.08196 0.28108
P 0.14707 0.65023 2.27748
S -1.58358 -0.09821 2.87793
H -3.20841 0.36691 -2.04769
H -2.20276 -0.97035 -2.11873
H -3.06670 -0.63633 -0.46256
H 1.28209 -1.13507 -2.52369
H 1.46504 0.40252 -2.57533
H 2.21273 -0.41612 -1.30302
H -0.40578 -2.12405 1.17519
H -0.10645 -2.80267 -0.61623
H 1.24964 -2.32604 0.44577
H -1.68773 1.27025 -0.19596
*
```

=====

2.
Formula: C8H11NO4S
Source: the OMol25 dataset
Level of theory: ωB97M-V/def2-TZVPD

E_HOMO (spin up / spin down)   -9.5 / -9.4 eV
Relative energy (zero: lowest compared OMol25 entry of this formula, charge and spin)   124.76 kcal/mol
Gap between HOMO and LUMO (spin up / spin down)   7.76 / 7.63 eV
LUMO energy (spin up / spin down)   -1.6974 / -1.7889 eV

```
! RIJCOSX wB97M-V def2-TZVPD def2/J DEFGRID3
* xyz 0 1
C -0.69811 -2.66061 0.19508
C 0.87349 -1.32274 -1.03697
C -1.91357 -1.86519 0.37666
C 0.81562 -0.18003 0.03754
C -1.32614 -0.45736 0.70731
C 0.25899 1.11430 -0.63711
C 0.94309 1.40533 -1.94062
C 0.45286 2.26608 0.34522
N 0.00099 -0.63737 1.04383
O 0.04254 -2.35231 -0.89694
O -0.27742 -3.42418 1.04085
O 1.67804 -1.24305 -1.94296
O 0.47163 0.81099 2.78383
S -1.51606 0.67727 -0.73663
H -2.52550 -1.61202 -0.47513
H -2.56335 -2.43847 1.08277
H 1.90500 -0.08326 0.42537
H -1.82319 -0.08260 1.55831
H 1.89570 1.42047 -1.79251
H 0.77928 2.37669 -2.35330
H 0.52186 0.65585 -2.69048
H 1.47878 2.40278 0.41160
H -0.01488 2.08375 1.38822
H -0.13990 3.20891 0.00191
H 0.68024 -0.06322 3.10416
*
```

=====

3.
Formula: C40H113N7O19
Source: the OMol25 dataset
Level of theory: ωB97M-V/def2-TZVPD

E_HOMO   -8.6 eV
Relative energy (zero: lowest compared OMol25 entry of this formula, charge and spin)   73.25 kcal/mol
Gap between HOMO and LUMO   8.73 eV
LUMO energy   0.1128 eV

```
! RIJCOSX wB97M-V def2-TZVPD def2/J DEFGRID3
* xyz 0 1
C -8.14448 0.59965 6.20558
C -7.41168 0.95967 4.90416
C -6.20829 0.09323 4.63296
O -5.52544 0.62766 3.51098
C -4.40640 -0.13280 3.13170
N -8.38302 0.94036 3.79407
H -8.81983 1.40500 6.48330
H -7.41120 0.40894 6.99103
H -8.69677 -0.33257 6.08200
H -7.04274 1.99099 4.97914
H -6.51971 -0.94621 4.48340
H -5.53463 0.14250 5.49473
H -4.02144 -0.68013 4.00318
H -3.62234 0.48481 2.70411
H -4.64755 -0.94676 2.43515
H -9.14245 1.55257 4.06274
H -7.95136 1.28298 2.94536
C -4.97004 -6.94323 -1.70053
C -4.22885 -5.86788 -2.50431
C -4.01322 -4.62884 -1.65257
O -3.72233 -3.52882 -2.50348
C -2.87863 -2.56564 -1.94044
N -2.97726 -6.36415 -3.07869
H -5.14824 -7.88170 -2.22007
H -5.91021 -6.55255 -1.30752
H -4.41363 -7.20755 -0.79196
H -4.91071 -5.62918 -3.32286
H -3.41721 -4.76089 -0.74313
H -4.96504 -4.35967 -1.16439
H -1.81796 -2.81682 -1.97034
H -3.15030 -2.45844 -0.87521
H -3.04331 -1.52640 -2.23562
H -2.40277 -6.73050 -2.32103
H -2.46058 -5.53913 -3.38392
C -1.51557 1.77445 1.71931
C -0.26890 1.04638 1.20704
C -0.63519 -0.35079 0.72269
O 0.49278 -1.16104 0.59740
C 0.33037 -2.37960 -0.05892
N 0.35247 1.76286 0.11665
H -1.29776 2.84875 1.68232
H -1.75796 1.51995 2.74644
H -2.35632 1.76621 1.02068
H 0.35681 0.83322 2.08889
H -1.27003 -0.26866 -0.17490
H -1.37446 -0.82143 1.39539
H 0.02180 -2.14935 -1.08986
H -0.43629 -3.02668 0.38386
H 1.19649 -3.03678 -0.14454
H 1.23857 1.31909 -0.10615
H 0.58356 2.69721 0.44887
C 5.00775 5.93974 -1.51154
C 4.00987 4.93316 -1.00940
C 3.40198 5.40582 0.31447
O 2.45260 4.48455 0.81779
C 2.47924 4.35602 2.21554
N 2.93069 4.81215 -1.99688
H 5.69607 5.59033 -2.28425
H 5.75179 6.45397 -0.88170
H 4.47648 6.83471 -1.85620
H 4.41552 3.93367 -0.84183
H 2.92734 6.38446 0.14220
H 4.16445 5.72705 1.03671
H 3.44272 3.98294 2.56617
H 1.66545 3.71057 2.55161
H 2.23929 5.31441 2.70109
H 2.48555 3.90418 -1.92574
H 2.24176 5.52337 -1.77320
C 4.14561 -8.26088 0.04944
C 4.48723 -8.12261 -1.42972
C 4.82052 -6.71878 -1.87575
O 3.93197 -5.73915 -1.37329
C 4.43592 -4.67057 -0.60278
N 5.55639 -9.08342 -1.77835
H 4.87212 -7.70885 0.64895
H 3.93451 -9.27952 0.36260
H 3.18822 -7.75225 0.21179
H 3.55408 -8.41328 -1.93494
H 4.91902 -6.66425 -2.96293
H 5.80231 -6.44960 -1.45641
H 3.73519 -3.86383 -0.40317
H 5.32902 -4.22395 -1.04929
H 4.72959 -5.10020 0.36079
H 5.98501 -8.77006 -2.65326
H 5.09342 -9.92578 -2.11214
C 0.01212 8.41680 -4.43279
C 0.51901 7.29810 -3.55796
C -0.44450 6.99303 -2.42145
O 0.06850 6.05435 -1.52147
C -0.56369 6.10740 -0.22802
N 0.60490 6.10336 -4.45835
H 0.69121 8.89303 -5.14126
H -0.21640 9.26849 -3.76845
H -0.92592 8.22358 -4.95317
H 1.52024 7.55510 -3.19238
H -1.38589 6.64595 -2.87771
H -0.75703 7.95026 -1.98083
H -1.51516 6.62504 -0.32477
H 0.12807 6.64595 0.41982
H -0.64343 5.08971 0.14722
H 0.97970 5.39925 -3.82290
H 1.27565 6.27459 -5.19782
C -0.61769 3.24719 -5.82669
C -0.28224 2.74134 -4.47414
C 1.18606 2.43365 -4.26070
O 1.50876 1.70785 -3.07893
C 0.65682 0.62630 -2.78918
N -0.92676 3.38971 -3.33029
H -0.41268 4.31911 -5.96671
H -1.67702 3.28653 -6.09746
H -0.10236 2.83061 -6.69383
H -0.68438 1.71146 -4.43713
H 1.72928 3.37067 -4.07097
H 1.65629 2.07667 -5.18438
H 1.17961 0.02882 -2.04493
H 0.43381 -0.05615 -3.62683
H -0.36266 0.90755 -2.50940
H -0.45332 3.09574 -2.48301
H -0.88767 4.39838 -3.40799
C -1.35823 -0.72924 7.15932
C -2.25390 0.30647 6.49384
O -2.46549 1.43811 7.33110
O -1.31188 -1.96465 6.44143
H -1.65576 -0.95608 8.18753
H -0.34552 -0.31231 7.24968
H -3.21681 -0.14054 6.24904
H -1.84534 0.65355 5.54154
H -1.71260 2.01963 7.18920
H -0.79956 -2.55140 7.00471
C 0.60968 -5.71306 -2.23536
C 0.51273 -6.41140 -0.86771
O -0.26702 -5.53870 -0.01049
O 1.76532 -6.12667 -2.95012
H 0.68406 -4.63321 -2.08720
H -0.28197 -5.97206 -2.79512
H 1.40824 -6.71068 -0.32926
H -0.09448 -7.30687 -1.03525
H -0.18259 -5.88289 0.88395
H 2.58253 -5.87003 -2.46793
C -0.28011 -2.88927 -5.17430
C 1.06474 -2.68144 -4.50475
O 1.92786 -3.78890 -4.60257
O -1.08271 -3.84984 -4.50974
H -0.08190 -3.24251 -6.19823
H -0.79883 -1.93233 -5.31804
H 0.93219 -2.51576 -3.42827
H 1.41514 -1.77129 -4.99320
H 1.50316 -4.59354 -4.26379
H -1.96027 -3.82940 -4.90345
C 4.08690 0.85249 -0.20609
C 5.46286 1.49185 -0.00935
O 6.34543 0.47349 0.48948
O 3.41697 0.64933 1.02304
H 4.19454 -0.11017 -0.71606
H 3.49964 1.50938 -0.85523
H 5.50453 2.39341 0.60336
H 5.87104 1.89125 -0.94860
H 6.61613 -0.02623 -0.28589
H 3.96522 0.02742 1.51699
C 2.97274 -2.59640 2.89512
C 1.95976 -1.71526 3.58040
O 0.98915 -2.51547 4.28193
O 3.74922 -3.35372 3.81675
H 3.64043 -1.95086 2.31223
H 2.45975 -3.28690 2.21736
H 1.44791 -1.00714 2.92958
H 2.38301 -1.13521 4.41438
H 0.11158 -2.12620 4.26818
H 3.39147 -3.14552 4.68678
C -1.40333 5.23111 3.43554
C -2.72220 5.54876 4.08606
O -2.59945 6.57492 5.05651
O -0.83423 6.37755 2.85098
H -1.65978 4.50120 2.65286
H -0.71576 4.71245 4.11240
H -3.14316 4.64626 4.54714
H -3.42417 5.87730 3.30658
H -3.43043 6.64660 5.53155
H 0.11289 6.39478 2.99518
*
```

=====

4.
Formula: CH3F2N2P
Source: the OMol25 dataset
Level of theory: ωB97M-V/def2-TZVPD

E_HOMO (spin up / spin down)   -5.6 / -9.1 eV
Relative energy (zero: lowest compared OMol25 entry of this formula, charge and spin)   21.85 kcal/mol
Gap between HOMO and LUMO (spin up / spin down)   5.82 / 5.38 eV
LUMO energy (spin up / spin down)   0.2639 / -3.7225 eV

```
! RIJCOSX wB97M-V def2-TZVPD def2/J DEFGRID3
* xyz 0 3
C 0.30963 -0.36817 0.52861
N 0.85438 -1.44462 0.83270
N -0.91264 1.06878 -1.75408
F 1.21866 -0.86911 -1.93856
F -0.82346 -1.75187 -1.52612
P -0.12262 -0.35447 -1.24656
H 0.14856 0.51019 1.21517
H 1.28593 -1.58593 1.86175
H -1.21224 1.19979 -2.80811
*
```

=====

5.
Formula: BrClO2P
Source: the OMol25 dataset
Level of theory: ωB97M-V/def2-TZVPD

E_HOMO   -5.7 eV
Relative energy (zero: lowest compared OMol25 entry of this formula, charge and spin)   13.15 kcal/mol
Gap between HOMO and LUMO   8.65 eV
LUMO energy   2.9990 eV

```
! RIJCOSX wB97M-V def2-TZVPD def2/J DEFGRID3
* xyz -1 1
O -0.70501 1.16689 -1.15511
O 0.53047 0.82767 1.18456
P -0.12857 0.44436 -0.04407
Cl 1.91839 -1.28680 -0.61428
Br -1.61529 -1.15212 0.62890
*
```

=====

6.
Formula: C2H5P
Source: the OMol25 dataset
Level of theory: ωB97M-V/def2-TZVPD

E_HOMO   -8.9 eV
Relative energy (zero: lowest compared OMol25 entry of this formula, charge and spin)   63.00 kcal/mol
Gap between HOMO and LUMO   8.88 eV
LUMO energy   0.0169 eV

```
! RIJCOSX wB97M-V def2-TZVPD def2/J DEFGRID3
* xyz 0 1
C 0.82217 -1.13449 0.07239
C -0.24887 -0.25452 -0.34492
P 1.51390 0.36934 -0.35372
H 1.34694 -0.27369 3.78108
H 0.85165 -2.21587 0.41528
H -0.70005 -0.46626 -1.28140
H -0.90699 0.11676 0.49928
H 0.83291 0.15212 3.12648
*
```

=====

> Which value of relative energy (zero: lowest compared OMol25 entry of this formula, charge and spin) does entry 1 give?

6.73 kcal/mol